Entry 1:
Below is one molecule with the formula C20H32ClN3O2S, with properties calculated with ωB97M-V/def2-TZVPD.

Last column: Löwdin charge in e.
Positions of all 59 atoms, in Å:
C: -1.133 -1.982 -4.657  -0.12
C: -1.329 -0.848 -3.658  -0.28
C: -0.571 -1.074 -2.357  -0.24
C: -0.751 0.059 -1.355  -0.23
C: -0.007 -0.178 -0.047  -0.21
C: 0.003 1.056 0.837  -0.19
N: 0.690 0.787 2.089  0.08
C: 0.996 1.783 2.953  -0.46
O: 0.842 2.958 2.686  0.08
C: 1.507 1.295 4.318  -0.22
C: 0.293 1.227 5.228  -0.18
C: -0.366 2.398 5.577  0.02
C: -1.493 2.367 6.391  -0.25
C: -2.197 3.644 6.761  -0.04
C: -1.958 1.139 6.852  -0.07
C: -1.296 -0.024 6.497  -0.65
Cl: -1.884 -1.553 7.083  0.66
C: -0.173 0.003 5.689  -0.06
N: 2.529 2.174 4.858  -0.10
C: 2.923 1.719 6.191  -0.18
C: 4.155 2.413 6.773  -0.18
C: 5.459 1.648 6.564  -0.26
S: 6.122 1.658 4.917  0.65
N: 6.603 3.093 4.765  -0.21
O: 7.001 0.516 4.746  -0.36
C: 4.704 1.325 3.864  -0.22
C: 3.633 2.420 3.938  -0.19
H: -1.683 -1.802 -5.581  0.07
H: -0.079 -2.098 -4.913  0.07
H: -1.479 -2.931 -4.243  0.07
H: -1.003 0.097 -4.104  0.11
H: -2.395 -0.730 -3.438  0.11
H: -0.900 -2.017 -1.906  0.12
H: 0.495 -1.197 -2.575  0.12
H: -0.395 0.992 -1.806  0.12
H: -1.816 0.205 -1.150  0.12
H: -0.468 -1.016 0.489  0.12
H: 1.026 -0.471 -0.260  0.12
H: 0.517 1.880 0.340  0.13
H: -1.019 1.396 1.035  0.13
H: 0.735 -0.165 2.414  0.14
H: 1.888 0.263 4.194  0.14
H: 0.014 3.339 5.197  0.13
H: -3.078 3.450 7.371  0.07
H: -1.533 4.303 7.324  0.08
H: -2.511 4.185 5.868  0.09
H: -2.833 1.084 7.486  0.11
H: 0.335 -0.920 5.437  0.11
H: 2.074 1.882 6.854  0.12
H: 3.104 0.627 6.200  0.13
H: 4.247 3.436 6.405  0.12
H: 4.016 2.488 7.853  0.12
H: 6.274 2.067 7.154  0.11
H: 5.346 0.594 6.823  0.11
H: 7.003 3.266 3.847  0.02
H: 5.155 1.271 2.871  0.11
H: 4.335 0.328 4.109  0.10
H: 3.212 2.587 2.950  0.11
H: 4.124 3.357 4.207  0.11

## Properties
Total charge: 0
ΔE to the lowest compared entry with this formula, charge and spin: 0.0213 eV
Structure (SMILES): CCCCCCNC(=O)[C@H](c1cc(C)cc(Cl)c1)N1CCC[S@@](=N)(=O)CC1
HOMO-LUMO gap: 9.4 eV
DFT total energy: -53181.98296 eV
HOMO level: -0.3309 Ha


Entry 2:
Below is a 5-piece molecular cluster, C16H41N3O5PS overall, with properties calculated with ωB97M-V/def2-TZVPD.

Last column: Löwdin charge in e.
Positions of all 67 atoms, in Å:
N: 1.722 -2.027 3.227  0.01
C: 0.832 -0.879 3.344  -0.31
C: -0.676 -1.236 3.424  -0.32
P: -1.661 -0.741 2.003  1.08
C: -1.512 -1.812 0.557  -0.32
C: -0.067 -2.284 0.321  -0.24
C: 0.136 -2.923 -1.065  -0.23
C: 0.073 -4.447 -0.969  -0.48
S: 0.094 -5.321 -2.565  0.99
C: 1.479 -4.537 -3.272  -0.71
N: 2.729 -4.800 -3.107  0.07
N: 3.433 -3.900 -3.895  0.06
C: 2.544 -3.177 -4.478  -0.19
O: 1.287 -3.500 -4.143  0.02
H: 2.185 -2.050 2.329  0.07
H: 1.240 -2.914 3.308  0.04
H: 1.080 -0.315 4.249  0.11
H: 1.024 -0.194 2.510  0.10
H: -1.130 -0.734 4.285  0.09
H: -0.830 -2.310 3.579  0.10
H: -3.000 -0.776 2.398  0.04
H: -1.371 0.582 1.615  0.02
H: -2.181 -2.663 0.722  0.10
H: -1.869 -1.241 -0.306  0.10
H: 0.616 -1.432 0.428  0.11
H: 0.219 -3.000 1.098  0.09
H: -0.617 -2.573 -1.777  0.12
H: 1.123 -2.634 -1.436  0.11
H: 0.909 -4.816 -0.373  0.06
H: -0.858 -4.767 -0.489  0.08
H: 2.702 -2.374 -5.184  0.14
C: -0.568 4.500 -0.126  -0.06
C: -1.582 3.465 0.301  -0.28
O: -0.936 2.330 0.929  -0.15
H: 0.159 4.078 -0.819  0.06
H: -1.060 5.336 -0.619  0.06
H: -0.021 4.887 0.738  0.09
H: -2.116 3.065 -0.559  0.12
H: -2.317 3.891 0.984  0.10
H: -0.453 2.674 1.690  0.08
C: 1.360 -6.952 3.388  -0.08
C: 1.167 -6.156 2.114  -0.33
O: 1.996 -4.991 2.068  -0.10
H: 1.155 -6.334 4.263  0.08
H: 0.697 -7.817 3.408  0.08
H: 2.387 -7.313 3.465  0.08
H: 0.141 -5.789 2.043  0.10
H: 1.356 -6.782 1.237  0.11
H: 2.914 -5.279 2.117  0.10
C: -4.246 8.210 -0.612  -0.09
C: -3.303 7.024 -0.588  -0.33
O: -3.908 5.860 -0.018  -0.09
H: -4.591 8.441 0.395  0.08
H: -3.751 9.090 -1.023  0.08
H: -5.121 7.996 -1.229  0.08
H: -2.437 7.238 0.037  0.11
H: -2.941 6.803 -1.598  0.11
H: -4.683 5.649 -0.549  0.08
C: 3.074 3.175 -2.773  -0.09
C: 1.721 3.551 -3.347  -0.33
O: 1.341 4.883 -3.018  -0.09
H: 3.073 3.293 -1.689  0.07
H: 3.328 2.142 -3.014  0.07
H: 3.858 3.817 -3.179  0.08
H: 0.939 2.914 -2.932  0.10
H: 1.715 3.414 -4.434  0.11
H: 1.999 5.480 -3.387  0.09

## Properties
Total charge: +1
HOMO-LUMO gap: 9.3 eV
DFT total energy: -52080.30527 eV
HOMO level: -0.4328 Ha


Entry 3:
Below is C24H29N3O3Tl as an isolated structure at a distorted geometry, with properties calculated with ωB97M-V/def2-TZVPD.

Last column: Löwdin charge in e.
Positions of all 60 atoms, in Å:
Tl: -1.870 2.189 -0.749  0.86
C: -5.622 0.728 -0.991  -0.14
C: -5.026 -0.463 -1.658  -0.22
C: -4.621 -1.435 -0.531  -0.17
C: -5.532 -2.246 0.132  -0.05
C: -5.045 -3.067 1.139  -0.12
C: -3.735 -3.020 1.516  -0.08
C: -2.784 -2.163 0.976  -0.13
C: -1.390 -1.982 1.568  -0.23
C: -1.393 -1.556 2.974  -0.10
C: -3.267 -1.409 -0.131  -0.19
N: -2.358 -0.662 -0.885  0.01
C: -1.537 -1.267 -1.644  -0.12
C: -0.572 -0.597 -2.446  -0.38
C: 0.347 -1.213 -3.365  -0.08
C: 1.141 -0.205 -3.825  -0.14
C: 0.809 0.908 -3.069  -0.19
N: -0.210 0.656 -2.209  -0.03
H: -5.700 1.579 -1.695  0.08
H: -5.042 1.007 -0.131  0.05
H: -6.600 0.402 -0.610  0.08
H: -4.180 -0.113 -2.273  0.10
H: -5.808 -0.928 -2.314  0.12
H: -6.533 -2.353 -0.226  0.10
H: -5.649 -3.787 1.680  0.09
H: -3.513 -3.707 2.335  0.11
H: -0.873 -1.230 0.965  0.09
H: -0.897 -2.920 1.431  0.11
H: -1.937 -0.579 2.927  0.11
H: -0.438 -1.270 3.300  0.04
H: -1.811 -2.307 3.651  0.08
H: -1.748 -2.315 -1.946  0.14
H: 0.239 -2.203 -3.752  0.08
H: 1.856 -0.163 -4.604  0.07
H: 1.257 1.835 -3.054  0.07
O: 4.897 2.544 -1.945  -0.07
C: 5.602 1.503 -1.295  -0.28
C: 6.154 1.932 0.066  -0.18
C: 5.047 2.499 0.996  -0.15
C: 4.047 1.409 1.328  -0.28
C: 3.931 0.745 2.528  -0.05
C: 2.950 -0.190 2.606  -0.07
C: 2.054 -0.390 1.556  -0.06
C: 2.219 0.264 0.372  -0.09
N: 3.183 1.207 0.295  0.13
H: 4.053 2.534 -1.523  0.04
H: 6.463 1.370 -1.973  0.12
H: 5.016 0.649 -1.209  0.08
H: 6.909 2.719 0.051  0.10
H: 6.579 1.039 0.610  0.12
H: 4.593 3.317 0.400  0.12
H: 5.510 2.910 1.909  0.11
H: 4.520 1.072 3.347  0.10
H: 2.766 -0.884 3.455  0.12
H: 1.297 -1.147 1.611  0.08
H: 1.612 0.187 -0.440  0.07
O: 0.069 3.474 0.306  -0.19
C: 0.171 2.631 1.177  -0.66
O: -0.572 1.593 1.365  -0.24
H: 0.971 2.871 1.922  0.12

## Properties
Total charge: -1
ΔE to the lowest compared entry with this formula, charge and spin: 0.3071 eV
HOMO-LUMO gap: 7.1 eV
DFT total energy: -40666.25034 eV
HOMO level: -0.1592 Ha


Entry 4:
Below is a 6-piece molecular cluster, C28H61FN8O2 overall at a distorted geometry, with properties calculated with ωB97M-V/def2-TZVPD.

Last column: Löwdin charge in e.
Positions of all 100 atoms, in Å:
F: 0.715 -0.275 0.447  -0.55
C: 0.634 2.187 -1.668  -0.07
C: 0.717 2.913 -2.978  -0.17
N: -0.526 3.454 -3.411  0.02
C: -1.224 4.464 -2.677  0.20
C: -2.400 4.822 -3.305  0.19
N: -2.427 4.082 -4.497  -0.01
C: -1.283 3.261 -4.538  0.20
C: -3.497 4.121 -5.492  0.07
H: 0.015 1.303 -1.822  0.07
H: 0.326 2.853 -0.862  0.08
H: 1.556 1.728 -1.311  0.08
H: 1.053 2.124 -3.651  0.13
H: 1.464 3.702 -2.893  0.16
H: -0.696 4.842 -1.814  0.18
H: -3.252 5.468 -3.157  0.19
H: -1.019 2.561 -5.317  0.19
H: -3.328 4.890 -6.245  0.14
H: -4.430 4.386 -4.996  0.13
H: -3.557 3.132 -5.947  0.13
C: 0.420 -2.115 -5.089  -0.05
C: 1.198 -0.803 -5.033  -0.13
N: 2.158 -0.915 -3.857  -0.04
C: 1.734 -0.963 -2.565  -0.11
C: 2.748 -1.241 -1.794  -0.03
N: 3.915 -1.329 -2.567  -0.06
C: 3.506 -1.246 -3.868  0.07
C: 5.276 -1.611 -2.132  0.03
H: -0.405 -2.106 -4.377  0.07
H: 1.143 -2.917 -4.942  0.10
H: -0.085 -2.380 -6.018  0.10
H: 0.546 0.037 -4.791  0.09
H: 1.795 -0.611 -5.924  0.14
H: 0.692 -0.714 -2.430  0.13
H: 2.740 -1.481 -0.741  0.12
H: 4.128 -1.365 -4.743  0.18
H: 5.709 -2.384 -2.766  0.12
H: 5.278 -2.036 -1.128  0.11
H: 5.841 -0.690 -2.272  0.11
C: 0.225 -3.695 -1.059  -0.06
C: -1.108 -3.411 -0.434  -0.15
N: -1.175 -3.532 1.038  0.00
C: -2.211 -3.982 1.854  0.00
C: -1.859 -3.794 3.178  0.00
N: -0.678 -3.121 3.199  -0.10
C: -0.268 -3.009 1.897  0.00
C: 0.056 -2.572 4.276  0.01
H: 0.228 -3.478 -2.127  0.07
H: 0.545 -4.737 -1.066  0.10
H: 1.002 -3.159 -0.512  0.05
H: -1.842 -4.117 -0.823  0.14
H: -1.449 -2.425 -0.750  0.11
H: -3.109 -4.400 1.424  0.14
H: -2.318 -3.929 4.146  0.15
H: 0.629 -2.454 1.665  0.14
H: -0.025 -1.487 4.207  0.09
H: 1.111 -2.839 4.219  0.11
H: -0.345 -2.871 5.244  0.12
C: -5.009 0.692 0.958  0.01
N: -4.822 -0.294 2.112  -0.28
C: -5.955 -0.166 3.143  0.04
C: -4.817 -1.710 1.473  0.01
C: -3.469 -0.283 2.862  -0.07
C: -2.307 0.455 2.119  -0.19
O: -1.952 -0.436 1.041  -0.11
H: -6.027 0.628 0.573  0.12
H: -4.227 0.761 0.202  0.10
H: -4.965 1.655 1.468  0.11
H: -6.137 -1.120 3.637  0.12
H: -6.890 0.248 2.765  0.12
H: -5.652 0.595 3.863  0.11
H: -4.658 -2.494 2.213  0.09
H: -4.053 -1.820 0.704  0.09
H: -5.787 -1.823 0.990  0.11
H: -3.090 -1.254 3.181  0.12
H: -3.687 0.348 3.724  0.13
H: -1.456 0.726 2.744  0.12
H: -2.632 1.432 1.762  0.10
H: -1.063 -0.223 0.746  0.00
C: 4.830 2.145 3.551  0.07
N: 3.867 0.916 3.205  -0.32
C: 4.261 0.081 1.967  0.02
C: 3.923 -0.002 4.428  0.02
C: 2.423 1.398 3.050  -0.07
C: 2.096 2.391 1.855  -0.20
O: 2.676 3.682 2.096  -0.05
H: 5.846 1.776 3.695  0.11
H: 4.639 2.696 4.472  0.12
H: 4.830 2.718 2.624  0.09
H: 5.227 -0.365 2.203  0.11
H: 4.380 0.722 1.093  0.10
H: 3.495 -0.673 1.788  0.09
H: 3.186 -0.805 4.407  0.09
H: 3.695 0.673 5.253  0.11
H: 4.892 -0.502 4.453  0.12
H: 2.298 1.837 4.039  0.14
H: 1.913 0.435 3.022  0.10
H: 1.017 2.487 1.732  0.10
H: 2.325 2.009 0.860  0.08
H: 2.255 4.326 1.521  0.09

## Properties
Multiplicity: 2
Total charge: +5
ΔE to the lowest compared entry with this formula, charge and spin: 0.0000 eV
HOMO-LUMO gap (alpha / beta): 6.2 / 2.0 eV
DFT total energy: -48702.19199 eV
HOMO level (alpha / beta): -0.7488 / -0.7488 Ha


Q: Look up the total charge of the first one.
A: 0


Q: Which of these has the highest total charge?
A: C28H61FN8O2


Q: The highest total charge belongs to which entry?
A: C28H61FN8O2


Q: Number 1 is which compound?
A: C20H32ClN3O2S